[1]
C30H36BF4O16 | wB97M-V/def2-TZVPD

Output
Orbital gap (eV): 5.92
HOMO level (eV): -6.8
Net charge: -1
LUMO (eV): -0.9

```
87
Properties=species:S:1:pos:R:3:forces:R:3:mulliken_charge:R:1
B 10.134000 1.414000 3.728000 2.3174 -1.2203 5.5326 0.3163
F 9.636000 0.730000 4.938000 -0.1542 0.4015 0.4752 -0.4391
F 10.521000 2.728000 4.141000 -0.3365 0.1453 -0.3076 -0.5486
F 11.237000 0.676000 3.426000 2.0515 -0.3988 -0.9735 -0.2044
F 9.203000 1.283000 2.891000 -4.0396 0.6583 -4.4656 -0.2118
C 15.232000 5.069000 1.981000 0.3395 -5.0500 5.2933 -0.9751
C 15.894000 4.176000 2.992000 -2.9616 4.6054 -5.7986 0.1748
C 15.144000 3.228000 3.734000 -1.0181 -2.0171 2.7903 1.0487
O 15.660000 2.503000 4.619000 0.4013 1.1148 -1.3500 -0.7199
C 13.752000 3.120000 3.506000 -4.9640 3.8555 -2.3433 -0.9409
C 12.932000 4.081000 2.677000 4.9545 -2.6358 -0.0256 0.2578
C 13.734000 5.050000 1.794000 1.3223 1.6341 -1.3598 0.4927
O 13.218000 5.801000 0.950000 0.5113 -1.6956 1.9039 -0.6041
O 11.689000 3.998000 2.275000 3.1955 2.8172 -3.2368 -0.3726
O 17.187000 4.231000 3.111000 1.6145 -0.6692 2.3299 -0.5347
H 15.951000 5.710000 1.614000 0.6657 1.6860 -1.4764 0.5159
H 13.167000 2.489000 4.143000 0.0027 -0.6295 0.1307 0.7362
H 11.277000 3.649000 2.972000 -3.9756 -3.1417 4.5476 0.6566
H 17.379000 3.776000 3.996000 -0.0463 0.3564 -1.4993 0.3597
C 15.247000 -3.561000 4.932000 -8.8574 1.7520 -4.5837 -0.8662
C 13.833000 -2.988000 4.415000 7.2304 1.6446 5.6184 -0.0095
C 13.151000 -3.657000 3.398000 -0.8433 -2.1263 -3.2375 0.9616
O 12.121000 -3.248000 2.909000 -1.2068 1.0707 0.3027 -0.5115
C 13.714000 -4.850000 2.791000 7.0499 -2.1675 2.8517 -0.9877
C 15.077000 -5.356000 3.207000 -4.0407 1.1159 -1.2923 0.2914
C 15.903000 -4.693000 4.341000 -9.7184 3.4909 -2.8469 0.6700
O 16.931000 -5.007000 4.665000 8.9064 -3.8240 2.0966 -0.4616
O 15.707000 -6.426000 2.672000 -2.2929 1.0553 -0.8061 -0.5166
O 13.361000 -1.760000 4.927000 3.9869 -4.7283 1.5417 -0.3336
H 15.623000 -3.059000 5.697000 1.9066 2.1274 3.1563 0.6435
H 13.173000 -5.397000 2.085000 -0.7698 -0.5008 -1.0387 0.5771
H 16.395000 -6.660000 3.267000 1.5114 -0.2887 0.9219 0.3265
H 12.789000 -1.396000 4.329000 -3.0290 1.5724 -2.7184 0.2102
C 6.589000 -5.456000 3.536000 4.0261 -4.2331 -7.9535 -0.4723
C 7.607000 -5.656000 2.294000 -6.2387 -4.2102 5.2907 0.0942
C 8.529000 -4.644000 2.020000 2.8414 -2.6498 -3.8763 0.9002
O 9.343000 -4.964000 1.111000 -0.4148 0.8691 0.6284 -0.7001
C 8.575000 -3.514000 2.738000 -3.7361 2.9397 6.3366 -0.5774
C 7.616000 -3.337000 3.931000 3.3605 4.4460 -3.0899 0.3291
C 6.490000 -4.275000 4.244000 -0.2981 -0.9202 2.8043 0.2451
O 5.743000 -4.278000 5.246000 1.1677 1.5754 -1.4654 -0.5782
O 7.629000 -2.114000 4.658000 0.8691 -3.2706 -1.8112 -0.2866
O 7.725000 -6.927000 1.653000 -1.6838 3.2927 2.6431 -0.5074
H 6.045000 -6.386000 3.684000 -0.2819 0.6354 0.4713 0.4189
H 9.376000 -2.888000 2.431000 0.3703 1.1505 0.4873 0.5210
H 8.484000 -1.673000 4.429000 -0.7809 0.0597 0.2158 0.2136
H 8.526000 -6.910000 1.140000 0.9350 0.5763 -0.6532 0.3697
C 4.050000 0.039000 4.663000 -1.2606 -1.0073 -2.7148 -0.9512
C 4.625000 1.103000 3.636000 -2.1725 -0.8933 1.5633 0.5988
O 4.235000 1.161000 2.510000 -0.2630 -0.1184 -1.1887 -0.5568
C 5.634000 2.014000 4.161000 0.6821 -0.8702 3.8330 -0.8257
H 3.130000 0.256000 5.257000 0.4967 0.4684 -0.9411 0.3225
H 4.798000 -0.046000 5.372000 1.5811 -0.8560 1.5093 0.2894
H 3.847000 -0.968000 4.080000 0.5580 2.0202 1.2691 0.2105
H 5.772000 2.921000 3.753000 -0.5145 3.2466 -2.2489 0.2416
H 6.604000 1.628000 4.002000 1.3012 -1.1834 0.0011 0.3518
H 5.606000 2.262000 5.271000 -0.3263 -0.8719 -1.1034 0.3005
C 9.247000 0.662000 8.259000 -5.2477 2.8670 -0.8840 -0.9106
C 10.546000 1.053000 8.707000 3.4527 0.1325 5.4491 0.5396
O 10.773000 1.253000 9.950000 -0.8023 -0.3460 -3.8580 -0.6303
C 11.646000 1.077000 7.700000 -3.3917 2.0394 -3.3898 -0.5387
H 8.848000 1.318000 7.414000 1.2942 -1.0813 0.1482 0.1426
H 8.433000 1.013000 8.945000 1.0784 -0.3993 0.5020 0.3630
H 8.898000 -0.323000 8.052000 0.8666 -1.0849 -0.4295 0.3582
H 11.655000 2.163000 7.147000 -0.3470 -2.7640 0.9652 0.1126
H 11.314000 0.265000 7.011000 0.1980 1.0656 -0.4429 0.0687
H 12.619000 0.845000 7.852000 2.9130 -0.4237 1.8662 0.5407
C 7.225000 6.205000 3.080000 -4.3900 1.6546 0.5501 -1.1445
C 7.565000 6.385000 4.511000 3.2250 0.3047 2.8879 0.7741
O 7.937000 7.460000 5.069000 -1.8884 -3.1673 -2.2942 -0.5943
C 7.739000 5.053000 5.296000 -2.7360 -1.0919 0.5826 -0.4668
H 7.905000 5.913000 2.386000 2.9333 -0.6629 -1.4136 0.3488
H 6.805000 7.162000 2.774000 0.2594 0.2630 -0.3803 0.3545
H 6.385000 5.510000 2.831000 0.4615 0.1364 1.0092 0.2917
H 8.206000 4.200000 4.722000 0.5147 1.3402 0.6341 -0.0280
H 6.700000 4.491000 5.396000 1.4087 1.5376 -0.1359 0.1366
H 8.033000 5.236000 6.369000 0.2833 -0.3435 -1.4286 0.3316
C 13.927000 0.683000 1.293000 2.5751 2.2539 2.1145 -0.2688
C 14.768000 0.339000 0.057000 0.7395 -0.0576 1.3369 0.5861
O 14.531000 0.925000 -0.972000 0.5864 -0.6236 0.0589 -0.5575
C 15.838000 -0.804000 0.203000 0.0764 -2.1681 -2.3604 -0.9829
H 13.375000 -0.142000 1.595000 -1.5514 -1.5715 0.2287 0.1750
H 13.315000 1.566000 1.015000 0.2160 -0.7581 0.4787 0.1946
H 14.510000 0.912000 2.427000 -1.1243 -0.4938 -3.6994 0.0409
H 16.224000 -1.102000 1.199000 -0.0605 1.1606 -0.3626 0.3369
H 16.736000 -0.789000 -0.644000 -2.5337 0.1570 2.3062 0.2566
H 15.219000 -1.801000 0.012000 1.0588 1.9195 -0.1790 0.2172
```
Positions in Å, forces in eV/Å.

***

[2]
C3H6N2 | wB97M-V/def2-TZVPD

Output
Orbital gap (spin up / spin down) (eV): 8.35 / 8.13
HOMO level (spin up / spin down) (eV): -8.6 / -8.3
Relative energy (zero: lowest compared OMol25 entry of this formula, charge and spin) (kJ/mol): 768.45
LUMO (spin up / spin down) (eV): -0.3 / -0.1

```
11
Properties=species:S:1:pos:R:3:forces:R:3:mulliken_charge:R:1
C 0.046580 -0.723565 0.073997 1.2455 0.7094 -0.9563 0.5429
C 0.601291 -1.897579 0.028815 -2.1056 -0.6354 4.0127 -0.8268
C -0.725674 0.248294 0.706340 -2.1903 -1.3420 -4.3026 -0.5513
N -0.080659 0.548635 -0.564997 -0.8782 -0.4578 0.7035 -0.0239
N 0.952602 1.459319 -0.821738 0.0161 0.1963 -2.1354 -0.4866
H 1.023120 -2.398242 -0.727414 2.0336 -1.0368 -2.8499 0.3439
H 0.338628 -2.554948 0.901866 0.2108 0.6069 -0.8979 0.1831
H -2.546290 -0.498430 0.151877 1.8475 1.1817 1.0114 0.0733
H -0.576546 0.728573 1.574730 0.0969 1.6772 3.0544 0.2958
H 1.371690 2.005987 -0.080168 -0.5154 -0.0888 0.0599 0.2084
H 0.786157 1.950027 -1.753450 0.2390 -0.8107 2.3002 0.2410
```
Positions in Å, forces in eV/Å.

***

[3]
C8H18F3I2MoO4P2S | wB97M-V/def2-TZVPD

Output
Orbital gap (spin up / spin down) (eV): 4.27 / 4.33
Spin multiplicity: 3
HOMO level (spin up / spin down) (eV): -18.7 / -18.8
Relative energy (zero: lowest compared OMol25 entry of this formula, charge and spin) (kJ/mol): 55.73
Net charge: +3
LUMO (spin up / spin down) (eV): -14.5 / -14.5

```
39
Properties=species:S:1:pos:R:3:forces:R:3:mulliken_charge:R:1
I -3.076199 0.127350 -0.867115 1.0526 0.3422 -0.2292 0.1517
I 2.576941 0.548531 -0.883403 -1.7613 -0.6205 0.3136 -0.0495
Mo -0.382895 0.424181 -0.821051 -0.9796 -4.0898 1.6705 -0.4951
P -0.291191 -2.575893 -0.685473 0.2844 -2.7088 1.4015 0.9845
C -0.714495 -3.588140 0.751700 0.0498 -0.2427 -0.8087 -1.0328
C -1.627871 -2.852512 -1.833772 -0.8031 0.4153 -0.4538 -1.3809
H -1.476196 -3.900964 -2.105721 0.2014 -0.1678 0.0649 0.4570
H 0.982256 -4.007382 -1.865032 0.4951 -0.4539 -0.2814 0.4792
H -1.625908 -2.310221 -2.779926 0.2694 0.1769 0.0758 0.4572
H 1.312060 -2.371816 -2.469732 -0.0220 -0.0101 -0.0249 0.4082
H -1.600724 -3.069733 1.139629 -0.0229 -0.3748 0.0190 0.3543
H -2.636205 -2.790553 -1.425201 0.1764 0.0301 0.2488 0.3954
C 1.168717 -2.980816 -1.577594 -0.1704 0.0072 0.1199 -1.0683
H -0.950955 -4.599228 0.426047 -0.0599 -0.1803 0.4781 0.4660
H 2.009035 -2.869501 -0.902227 0.3109 -0.2225 -0.0732 0.2640
H 0.071063 -3.533014 1.516681 -0.2030 -0.3579 -0.4309 0.2389
P -0.432502 2.682108 -0.888952 1.0981 3.3096 0.2030 1.5735
C -0.642767 3.435223 0.726713 -0.0304 -0.1197 -0.0140 -1.1956
C 1.098881 3.293353 -1.638123 -0.0618 0.1411 0.2753 -1.4295
H -1.749685 2.611630 -2.898968 -0.0720 0.2725 -0.0266 0.4890
H -1.556962 4.261553 -2.211376 -0.1083 0.0336 -0.1235 0.4408
H -2.725034 3.081581 -1.481047 0.1210 0.1641 -0.1184 0.4072
C -1.763818 3.213704 -1.984925 -0.2358 -0.3234 -0.0486 -1.3802
H 1.324139 2.689123 -2.521730 -0.0647 0.3638 -0.0367 0.4733
H 0.958539 4.344598 -1.884852 0.1298 0.1072 -0.1209 0.4604
H -0.619996 4.511356 0.552491 -0.0436 0.1200 0.3295 0.4524
H 0.173222 3.126226 1.387707 -0.0422 0.2391 -0.1251 0.3111
H 1.912890 3.136564 -0.917792 -0.3227 0.4362 -0.2863 0.3714
H -1.595335 3.126461 1.166208 0.0151 0.2468 -0.0609 0.4183
C -0.994869 0.390195 1.275142 0.5875 1.3111 4.0171 0.4645
O -1.024484 0.391995 2.440280 -0.2706 -0.2962 -5.0059 -0.1671
F 1.296703 0.617354 4.620511 1.4452 -1.4505 -2.6878 -0.0884
C 2.112461 0.429306 3.565210 1.4668 5.0612 2.0320 0.6767
F 1.900209 1.413878 2.640960 0.2176 -2.4849 1.4146 -0.0904
F 3.409014 0.454314 3.954261 -3.1603 -1.1367 -1.3521 -0.0726
S 1.670704 -1.361035 2.651409 2.5100 -3.3723 1.4713 0.9568
O 2.786052 -2.146413 2.158676 -1.7731 2.2589 -0.0022 -0.2853
O 0.681830 -2.005980 3.451432 -0.3091 1.1692 -0.8797 -0.2649
O 0.043364 -1.347367 0.218945 0.0855 2.4066 -0.9441 -0.1510
```
Positions in Å, forces in eV/Å.

***

[4]
C19H42F3MnN5O9S | wB97M-V/def2-TZVPD

Output
Orbital gap (spin up / spin down) (eV): 7.93 / 7.54
Spin multiplicity: 6
HOMO level (spin up / spin down) (eV): -8.0 / -8.0
LUMO (spin up / spin down) (eV): -0.1 / -0.5

```
80
Properties=species:S:1:pos:R:3:forces:R:3:mulliken_charge:R:1
Mn -1.404991 -3.347247 2.175226 0.4918 2.8013 -1.7289 0.9506
C 3.103662 -2.670631 1.197686 0.8777 -1.6321 0.1177 0.6030
F 4.392575 -2.994324 1.479890 -0.7452 -0.1083 -0.2464 -0.2520
F 2.820640 -1.658758 2.017621 -0.4013 0.4322 -0.8463 -0.1950
F 3.096286 -2.366088 -0.129247 -0.5817 0.3984 1.3865 -0.2223
S 1.970520 -4.182156 1.601231 -0.0329 0.8104 1.8099 1.1302
O 2.023777 -5.006038 0.447824 -0.0373 -0.3943 -1.1183 -0.5895
O 2.538865 -4.729333 2.820840 -0.6030 0.8447 -0.8577 -0.6007
O 0.621047 -3.532929 1.798707 1.2994 -0.5692 -0.0477 -0.2507
C 0.145229 0.008469 -0.109419 0.7133 -0.5394 0.0840 0.0184
C -1.076643 -0.112950 0.808381 0.1327 -0.2084 1.6258 1.0228
C -1.994964 1.029727 0.403931 -2.5263 0.0210 0.4001 -1.1225
O -1.553084 -1.443598 1.159451 0.3271 1.2015 -1.1252 -0.4658
H -0.034548 -0.311304 -1.135838 -0.0617 -0.6898 0.0316 0.3256
H 1.022468 -0.449451 0.347600 -0.0677 -0.7923 -0.3101 -0.1803
H 0.540748 1.008827 -0.285388 -0.6674 0.5887 0.3849 -0.5360
H -0.806575 0.374694 1.745062 0.9564 -0.3961 0.8164 -0.3819
H -2.421907 1.031416 -0.598977 0.3992 0.2253 -0.2142 -0.1514
H -1.673120 2.002568 0.775541 1.4393 0.2569 -1.0436 0.2412
H -2.861671 1.163189 1.051314 -0.7917 -1.3220 0.1772 0.5027
C -2.651219 -4.143192 -0.833548 -0.2939 0.9844 2.7298 0.0296
O -2.323072 -4.145779 0.396729 -0.5507 -0.5397 -1.4820 -0.6746
N -1.839486 -3.993846 -1.839657 1.4969 0.5092 -0.1994 0.3312
C -2.318849 -4.126790 -3.217118 1.1167 -1.4615 -0.7606 -1.0336
C -0.353940 -3.883157 -1.620192 0.1708 -0.1717 -0.0356 -0.5791
H -3.709182 -4.139400 -1.138337 0.1290 -0.3700 0.3163 0.4013
H -1.707901 -4.936474 -3.616186 0.3865 0.0476 -0.3320 0.3795
H -2.163710 -3.296587 -3.906158 -0.0574 0.4122 0.6264 0.2843
H -3.291719 -4.584558 -3.396228 -0.4171 0.6301 0.9203 0.4111
H 0.083880 -2.923608 -1.895274 -0.5646 0.0880 -0.7401 0.2820
H 0.030705 -3.942931 -0.602069 -1.1369 -0.3653 0.2885 -0.1158
H 0.145746 -4.704362 -2.134041 -0.1181 0.1424 -0.3079 0.3670
C 2.041988 1.236634 -4.279196 2.3399 0.2988 0.9339 0.0594
O 1.108613 1.594495 -4.900893 -3.2333 0.0661 -2.2354 -0.5582
N 2.600978 2.057245 -3.381384 2.0851 -0.2296 2.3808 0.1120
C 3.820214 1.579206 -2.656719 -0.5099 1.1370 -0.1988 -1.0058
C 1.890881 3.280792 -2.958329 -0.0030 -0.4653 -0.7062 -0.7526
H 2.610216 0.306893 -4.436994 -0.1295 -0.1827 0.0051 0.3630
H 4.542235 2.391734 -2.575574 -0.0888 0.2298 -0.1114 0.3526
H 4.345665 0.811826 -3.225153 -0.4228 -0.1903 0.0991 0.3619
H 3.614211 1.277399 -1.629789 -0.1702 -0.3544 -0.0810 0.3086
H 1.623427 3.797153 -3.880256 -0.0898 0.2281 0.1803 0.3637
H 0.967047 3.053729 -2.426288 -0.1078 -0.2292 -0.0231 0.0623
H 2.460129 3.947198 -2.310296 0.4620 -0.3596 -0.2162 0.3419
C -1.141834 -1.332671 4.855396 0.2548 0.1609 0.1217 0.0645
O -1.140897 -2.232832 4.014546 -0.6100 -0.8355 -0.2353 -0.5846
N -0.030098 -0.755942 5.281889 0.6819 0.1665 0.9818 0.2353
C 1.248619 -1.052640 4.594700 -1.1809 0.2582 -1.0510 -0.7211
C -0.080755 0.460943 6.092409 0.3805 0.6782 -0.2468 -0.9569
H -2.048081 -0.917890 5.323251 -0.0158 -0.2859 -0.1822 0.3262
H 2.164242 -0.900658 5.166214 -0.4628 -0.2256 0.3399 0.2987
H 1.247133 -0.377896 3.738654 0.4191 0.1533 -0.0507 0.0094
H 1.136047 -2.025314 4.115797 0.4268 -0.1498 0.5049 0.3352
H -0.999176 0.665672 6.642585 -0.3177 -0.5293 -0.4581 0.3802
H 0.692283 0.532628 6.857504 0.2587 -0.5402 -0.1933 0.2760
H 0.095412 1.286568 5.402911 -0.2032 0.2658 0.3432 0.3342
C 0.269507 4.253276 3.266459 -0.1598 -0.2716 0.7685 0.0978
O 0.176964 4.174195 4.491284 -0.0351 0.0200 -1.0045 -0.6050
N 0.980937 3.401851 2.501198 -1.0605 0.2035 0.6387 0.1900
C 1.562467 2.200655 3.103063 -1.0678 0.9767 -0.3439 0.3289
C 1.321643 3.651089 1.107359 0.2426 0.2949 1.0404 -0.6086
H -0.284893 4.996800 2.673151 0.1651 0.2353 0.0681 0.3027
H 1.280807 1.487456 2.328397 1.3327 -0.7903 0.1789 -0.0728
H 1.029268 1.894877 4.003233 -0.0288 0.5322 -0.2326 -0.5905
H 2.577578 2.458282 3.405184 0.3700 -0.9108 -0.4821 0.3402
H 0.861648 4.568465 0.740047 -0.1186 -0.0613 0.1378 0.3560
H 2.395824 3.817721 1.187705 0.2386 -0.1448 -1.0287 0.3790
H 1.036084 2.811491 0.473606 0.2263 0.0602 0.0106 -0.0981
C -4.038146 2.199626 -4.497298 -1.4775 -1.3925 0.6711 0.0864
O -5.227415 1.835774 -4.436558 2.2707 0.4327 -0.2222 -0.5915
N -2.952706 1.431298 -4.115950 -1.7868 -0.3566 -1.0435 0.1977
C -3.110950 0.116479 -3.559463 -0.7976 -0.4808 1.0961 -0.8631
C -1.700152 1.998624 -3.820331 1.2240 1.5735 0.3213 -0.9590
H -3.800861 3.212058 -4.859066 0.3855 -0.1591 0.0720 0.3282
H -2.861432 0.135887 -2.498581 0.0172 0.1781 0.2875 0.1652
H -2.431992 -0.644388 -3.944410 -0.0169 0.2205 -0.6828 0.3451
H -4.147485 -0.219780 -3.584615 0.0858 0.0867 -0.4296 0.3410
H -0.906567 1.260025 -3.707274 -0.2989 -0.0154 -0.2633 0.2163
H -1.375792 2.725111 -4.565396 0.0171 -0.1691 -0.1955 0.3661
H -1.772401 2.555458 -2.886085 0.2278 0.0383 0.4171 0.4125
```
Positions in Å, forces in eV/Å.

***

| no. | DFT total energy (eV) |
| --- | --- |
| 1 | -75993.6662 |
| 2 | -6180.5805 |
| 3 | -72367.3876 |
| 4 | -96568.4099 |